Formula: C4H10Se
Source: OMol25
Level of theory: ωB97M-V/def2-TZVPD

```
15
Properties=species:S:1:pos:R:3:forces:R:3:nbo_charge:R:1
C 0.29405 1.18728 0.19567 3.189 -1.242 0.576 -0.606
C 0.15788 -0.79390 -1.27698 1.505 0.578 -1.712 -0.626
C 0.07740 -1.16646 1.04975 -1.201 3.906 4.295 -0.608
C -0.39865 -0.18223 0.02340 1.542 -0.183 -0.715 -0.252
Se -2.32018 0.02563 0.01365 -0.004 2.797 0.608 0.171
H -0.34784 1.97434 -0.13328 0.005 0.624 0.037 0.222
H 0.74380 1.30397 1.27790 -1.210 0.095 -2.082 0.224
H 1.19596 1.09194 -0.53866 -1.247 0.724 1.543 0.212
H -0.41127 -1.65789 -1.60239 -0.606 0.246 -0.520 0.213
H 0.31655 0.04979 -2.10904 -0.562 -2.236 1.545 0.220
H 1.16971 -1.33922 -1.07888 -1.328 1.550 -0.223 0.213
H -0.24331 -2.09972 0.91825 -1.882 -3.786 -0.704 0.203
H 1.11170 -1.28328 1.08819 2.016 0.424 -0.120 0.211
H -0.25493 -0.83289 2.13365 0.567 -0.685 -1.991 0.204
H -2.01575 2.37256 0.51394 -0.785 -2.811 -0.538 0.000
```
Positions in Å, forces in eV/Å.

Calculated values
Frontier orbital gap (spin up / spin down) ... 7.19 / 6.92 eV
Energy relative to the best compared isomer or geometry (same formula, charge and spin) ... 421.46 kJ/mol
LUMO (spin up / spin down) ... -1.67 / -1.85 eV

Formula: C9H8N2
Source: OMol25
Level of theory: ωB97M-V/def2-TZVPD

```
19
Properties=species:S:1:pos:R:3:forces:R:3:nbo_charge:R:1
C 2.30136 -0.39515 -0.36431 -0.068 -0.854 0.821 -0.306
C 1.59572 -0.97416 0.64241 0.659 0.009 -0.283 -0.141
C -2.43356 -0.30377 -0.28677 0.117 0.509 -0.056 -0.028
C 1.77644 0.69647 -1.11400 -0.635 0.588 -0.106 0.073
C -0.59653 -1.65187 -0.35004 0.041 -0.333 -0.039 0.151
C -1.70429 0.78512 -0.12974 -0.009 0.164 -0.195 -0.052
C -1.21576 1.90049 0.66856 -0.407 0.144 0.185 -0.421
C 0.16013 -0.89073 0.70323 -0.920 2.856 -0.609 -0.360
C -0.24840 0.91431 0.01111 0.143 -3.140 2.031 0.178
N -1.77053 -1.43519 -0.76897 -0.088 -0.510 -0.452 -0.413
N 0.69759 1.33443 -0.82528 0.593 0.757 -1.332 -0.407
H 3.36427 -0.57156 -0.45479 0.061 0.003 0.065 0.220
H 2.11880 -1.50234 1.43329 0.080 -0.042 -0.038 0.210
H -3.50415 -0.38376 -0.18406 -0.086 0.065 0.250 0.213
H 2.42211 1.18664 -1.83154 0.108 -0.021 -0.122 0.190
H -0.08297 -2.49478 -0.79925 0.186 -0.116 -0.065 0.182
H -1.15266 2.88767 0.23141 0.106 0.047 -0.106 0.244
H -1.43908 1.89413 1.72743 0.109 -0.055 0.099 0.228
H -0.28847 -0.99596 1.69127 0.009 -0.071 -0.050 0.240
```
Positions in Å, forces in eV/Å.

Calculated values
Frontier orbital gap ... 8.24 eV
Energy relative to the best compared isomer or geometry (same formula, charge and spin) ... 512.22 kJ/mol
LUMO ... 0.19 eV

Formula: C19H33Br3ClN2OS
Source: OMol25
Level of theory: ωB97M-V/def2-TZVPD

```
60
Properties=species:S:1:pos:R:3:forces:R:3:nbo_charge:R:1
C -4.02760 -0.20654 -0.76787 0.716 -0.258 -0.305 -0.610
C -3.42884 -1.50770 -1.48131 -0.360 1.051 0.413 -0.405
C -1.89282 -1.52416 -1.16863 -0.282 -1.189 -0.753 -0.405
C -1.13088 -2.77503 -1.77444 -0.018 0.376 -0.230 -0.407
C 0.38722 -2.88050 -1.30036 -0.792 0.853 0.322 -0.397
C 0.95044 -1.54159 -0.66358 0.093 -1.330 -0.497 -0.406
C 2.50877 -1.71381 -0.42401 -0.601 1.439 -0.388 -0.401
C 3.18358 -0.27031 -0.44244 0.508 -0.342 -0.217 -0.415
C 4.20363 -0.01932 0.72610 -0.104 -0.657 0.214 -0.408
C 3.58749 -0.10027 2.17693 1.196 0.626 -0.176 -0.415
C 2.87219 1.20502 2.67444 -0.680 -0.359 0.388 -0.399
C 1.44447 1.45707 2.00995 0.047 0.154 0.296 -0.463
C 1.49701 2.54888 0.92220 2.801 1.272 -2.264 0.193
C 2.65094 3.02196 0.20341 -2.140 -0.581 1.146 -0.056
N 2.20873 3.98037 -0.71142 -0.112 -0.412 0.441 -0.323
Cl 3.34990 4.68958 -1.74878 -0.567 0.040 0.127 0.290
C 0.85617 4.19881 -0.65077 1.450 -0.900 0.891 0.406
C -0.02515 5.14199 -1.49575 0.072 -0.592 0.470 -0.571
C 0.70083 6.44321 -1.98221 0.129 -0.154 -0.533 0.528
O 1.01920 7.35231 -1.30747 -0.206 -0.456 0.309 -0.447
Br 1.05560 6.54159 -3.92947 -0.350 -0.315 0.721 -0.003
N 0.47545 3.31802 0.33711 -1.429 0.020 -0.504 -0.429
S -1.15103 3.02153 0.91780 -0.609 0.272 0.085 0.255
H -3.17610 0.53713 -0.76300 -0.940 -0.502 0.137 0.173
H -4.85984 0.25570 -1.35388 0.496 -0.513 0.660 0.214
H -4.32826 -0.41660 0.29576 0.319 0.416 -1.225 0.212
H -3.66928 -1.38782 -2.57069 0.576 -0.344 0.803 0.203
H -3.94820 -2.43491 -1.12109 0.571 0.826 -0.275 0.212
H -1.43992 -0.62087 -1.65986 -0.396 -0.589 0.803 0.187
H -1.76823 -1.51478 -0.05462 -0.078 0.238 -0.921 0.204
H -1.18505 -2.66074 -2.89491 0.185 -0.132 1.009 0.200
H -1.65788 -3.74034 -1.55165 0.366 0.963 -0.073 0.216
H 0.44402 -3.65964 -0.49497 0.254 0.407 -0.956 0.204
H 1.02326 -3.10919 -2.18828 -0.397 -0.239 0.864 0.208
H 0.71436 -0.69963 -1.36651 0.506 -0.590 0.596 0.190
H 0.38215 -1.36038 0.28300 0.665 0.052 -0.604 0.198
H 2.69076 -2.23262 0.54680 -0.052 0.208 -0.881 0.206
H 2.93747 -2.28644 -1.28392 -0.343 0.186 0.955 0.216
H 2.35039 0.47144 -0.50463 0.815 -0.366 0.262 0.182
H 3.76863 -0.16890 -1.40112 -0.652 -0.026 0.827 0.216
H 4.80751 0.92580 0.59590 -0.700 -0.798 0.123 0.190
H 4.96419 -0.84982 0.66529 -0.678 0.791 -0.026 0.226
H 2.96072 -1.02287 2.25951 0.195 0.948 0.039 0.215
H 4.46047 -0.26292 2.87279 -0.899 0.124 -0.577 0.228
H 2.67591 1.07273 3.77571 0.201 0.181 -1.062 0.235
H 3.50675 2.12728 2.58974 -0.382 -0.956 -0.032 0.210
H 0.72840 1.75881 2.82203 0.548 -0.166 -0.894 0.249
H 1.10236 0.45849 1.61529 0.055 1.184 0.028 0.263
H 3.71443 2.73248 0.26110 -0.986 0.309 -0.070 0.277
H -0.87599 5.46813 -0.83287 0.767 -0.269 -0.693 0.291
H -0.40783 4.56367 -2.37125 0.208 0.547 0.661 0.284
H -1.99654 3.23958 -0.15744 1.206 -0.141 0.239 0.166
Br -2.22259 -4.37285 1.22915 -0.014 0.066 0.104 -0.023
C -3.86874 -4.74920 2.19900 0.114 -0.212 -0.074 -0.444
C -5.08423 -4.39879 1.37944 -0.215 0.128 0.183 -0.446
Br -5.38717 -2.47381 1.34568 -0.121 -0.340 0.152 -0.015
H -3.81425 -4.20379 3.13826 -0.072 -0.001 -0.106 0.235
H -3.83986 -5.81915 2.40238 -0.051 0.057 -0.040 0.236
H -5.98217 -4.82007 1.83015 0.089 -0.013 0.009 0.237
H -5.01495 -4.72621 0.34432 0.081 0.009 0.098 0.234
```
Positions in Å, forces in eV/Å.

Calculated values
Frontier orbital gap ... 8.28 eV
Charge ... +1
LUMO ... -3.59 eV